Entry from OMol25: a 7-piece molecular cluster, C32H35N7 overall at a distorted geometry (ωB97M-V with the def2-TZVPD basis set).

Properties
Gap between HOMO and LUMO (spin up / spin down) ... 1.7 / 6.1 eV
LUMO (spin up / spin down) ... 2.084 / 2.081 eV
Net charge ... -1
Spin multiplicity ... 2
DFT total energy ... -1623.46850 a.u.
<S²> ... 0.76

Cartesian coordinates (Å):
N (-2.61782, -0.78252, 1.38158)
C (-1.46490, -0.17002, 1.75815)
C (-0.54618, -0.57314, 0.80760)
C (-1.18880, -1.15093, -0.25114)
C (-2.51125, -1.44602, 0.20550)
H (-3.49863, -0.63866, 1.85443)
H (-1.38791, 0.40008, 2.67218)
H (0.51344, -0.36451, 0.81600)
H (-0.66073, -1.51289, -1.12093)
H (-3.40173, -2.01574, -0.01553)
N (3.55969, -0.66464, 1.55987)
C (3.10391, -1.95346, 1.66145)
C (4.14578, -2.89843, 1.72457)
C (5.30984, -2.15171, 1.64473)
C (4.93890, -0.77382, 1.56899)
H (3.01472, 0.18419, 1.50868)
H (2.05726, -2.17246, 1.81298)
H (4.02090, -3.96992, 1.67235)
H (6.28306, -2.61258, 1.56200)
H (5.59447, 0.06868, 1.40522)
N (-1.55879, -1.18530, -5.10216)
C (-1.10332, -2.31953, -5.73253)
C (-1.12199, -3.41268, -4.80875)
C (-1.74748, -2.93554, -3.63159)
C (-2.01142, -1.63285, -3.84955)
H (-1.72542, -0.23765, -5.40925)
H (-0.67447, -2.14648, -6.70851)
H (-0.75124, -4.42529, -4.86841)
H (-1.93444, -3.46921, -2.71145)
H (-2.39396, -0.89117, -3.16401)
N (1.87063, 1.51254, -3.03752)
C (2.60746, 2.44758, -3.66500)
C (4.01238, 2.37424, -3.66981)
C (4.64546, 1.28496, -2.90705)
C (3.82346, 0.29550, -2.31064)
C (2.41071, 0.41025, -2.46030)
H (2.01499, 3.21692, -4.13776)
H (4.64679, 3.12969, -4.10938)
H (5.72418, 1.23244, -2.90951)
H (4.22635, -0.48282, -1.67953)
H (1.77165, -0.32450, -1.99325)
N (2.60577, 2.03933, 1.92659)
C (3.66227, 2.77426, 2.44964)
C (3.50359, 3.90151, 3.24342)
C (2.21781, 4.47935, 3.39614)
C (1.14573, 3.79961, 2.77529)
C (1.35441, 2.56742, 2.15682)
H (4.69402, 2.45713, 2.48630)
H (4.30539, 4.54940, 3.56555)
H (1.94178, 5.29004, 4.05415)
H (0.08184, 3.95423, 2.87842)
H (0.66043, 1.86488, 1.71952)
N (-1.82680, -5.10863, 2.54428)
C (-2.87462, -4.79295, 1.71326)
C (-2.77838, -4.86438, 0.35084)
C (-1.57013, -5.05532, -0.20520)
C (-0.39763, -5.18640, 0.56221)
C (-0.52335, -5.16415, 1.94293)
H (-3.83906, -4.55851, 2.13904)
H (-3.66441, -4.75253, -0.25647)
H (-1.51357, -5.15379, -1.27921)
H (0.48133, -5.41693, -0.02147)
H (0.41038, -5.31829, 2.46332)
N (-4.22764, 4.10521, 2.56642)
C (-4.52422, 3.28800, 1.50116)
C (-5.36486, 3.64822, 0.50222)
C (-5.83430, 4.90903, 0.40365)
C (-5.40367, 5.78798, 1.36762)
C (-4.68882, 5.36639, 2.49813)
H (-4.23355, 2.25139, 1.58685)
H (-5.51393, 2.96366, -0.31971)
H (-6.40907, 5.15689, -0.47648)
H (-5.61643, 6.84300, 1.27766)
H (-4.25584, 6.13238, 3.12438)

Atomic partial charges in e from the Mulliken method, atoms 1 to 2: 0.261 -1.178